(1)
# C32H40ClEuN5OS6Sb

A structure of composition C32H40ClEuN5OS6Sb in a non-equilibrium geometry (ωB97M-V/def2-TZVPD, the Open Molecules 2025 dataset).

Properties
HOMO-LUMO gap (alpha / beta), eV: 5.919 / 5.924
E_tot, hartree: -5392.45545
Total charge: -2
HOMO level (alpha / beta), eV: -1.95 / -1.96
2S+1: 7
Largest force on an atom, eV/A: 2.85

Geometry as XYZ:
```
87
C32H40ClEuN5OS6Sb (ωB97M-V/def2-TZVPD)
S -4.21549 -17.25487 -17.14530
H -3.07655 -15.65807 -13.81281
H -10.07113 -14.45820 -12.13234
H -5.54497 -24.14709 -6.56493
H -2.48042 -15.31548 -9.44222
C -6.95524 -20.49599 -9.37597
H -6.60718 -23.20864 -15.24782
C -3.36715 -23.39383 -9.13564
C -8.50074 -22.23653 -13.75839
C -5.16344 -23.78232 -7.53439
C -2.39789 -13.17317 -12.87852
H -2.62474 -12.45537 -10.69186
H -0.23028 -14.64572 -11.99560
C -7.57407 -22.38710 -10.76100
S -1.37425 -18.83163 -14.86035
S -3.61681 -22.20436 -11.58562
H -6.24059 -15.72687 -14.97486
H -7.74229 -14.02006 -11.38908
N -3.86772 -16.71905 -10.04302
H -7.75266 -20.73083 -8.59616
C -3.79162 -23.95278 -7.95889
S -8.11289 -19.65648 -12.79055
H -6.24661 -23.87077 -11.77467
C -9.42801 -15.08472 -14.06116
H -6.00157 -16.91287 -10.28900
H -1.85424 -13.26796 -13.81573
C -8.98071 -20.91834 -13.58976
H -3.01357 -16.56819 -12.41992
H -6.05437 -20.09378 -8.88084
C -7.95786 -14.43993 -12.34693
H -4.81184 -14.63341 -13.53277
C -2.36751 -14.44271 -12.02837
H -4.20613 -14.96448 -8.99161
H -1.02125 -15.72935 -10.91137
H -0.87572 -13.90789 -10.50638
C -2.50587 -15.68635 -12.88749
C -6.39598 -23.46988 -14.17230
Cl -11.05636 -15.12332 -14.63254
H -7.99301 -24.09923 -12.05262
H -5.03781 -15.87151 -12.48853
H -6.97601 -22.66393 -8.09266
C -3.46156 -14.28283 -10.95265
C -7.23432 -23.29284 -11.95583
C -5.36261 -14.87626 -12.67475
N -4.73966 -18.69352 -10.58045
H -5.56810 -14.03375 -10.67708
H -2.03808 -12.22385 -12.40233
C -9.28412 -23.19577 -14.36656
C -5.98078 -22.97792 -8.32233
S -4.86586 -18.10037 -13.71094
H -11.12295 -23.61732 -15.32801
C -1.03287 -14.64423 -11.29662
C -11.11430 -21.65942 -14.44860
N -7.19585 -22.56660 -13.28615
S -4.73170 -20.90905 -15.49317
H -12.15546 -21.48787 -14.76822
C -4.90150 -13.94606 -11.54827
H -7.43993 -19.68665 -9.99124
N -6.49098 -21.55205 -10.20425
H -4.89331 -12.93486 -11.93234
C -5.49506 -22.39773 -9.49391
C -3.37639 -18.71472 -10.48053
H -5.37040 -23.28496 -13.97614
H -8.42768 -16.02288 -15.84571
C -5.01079 -17.37438 -10.31455
C -3.55473 -15.31508 -9.79467
N -2.81296 -17.59165 -10.19505
H -10.65215 -19.72689 -13.65423
H -8.77842 -24.12226 -14.62315
H -7.87737 -23.03234 -9.94740
O -3.11060 -13.09209 -10.07406
C -4.23562 -22.65681 -9.99736
C -7.12002 -15.44025 -14.34366
C -8.35963 -15.58877 -14.84314
H -8.40945 -21.69745 -11.03060
C -10.34090 -20.68271 -13.85674
Sb -3.55639 -18.73745 -15.55383
H -3.43242 -12.91428 -13.22690
H -2.80145 -19.68569 -10.52579
C -6.86190 -14.93495 -13.08413
C -10.56686 -22.87230 -14.77685
H -6.66863 -24.50409 -14.01756
H -3.08536 -24.51652 -7.31195
Eu -5.52125 -20.46929 -12.79952
C -9.25160 -14.64431 -12.78600
H -2.27935 -23.54709 -9.39530
H -1.48219 -16.11393 -13.06869
```

(2)
# C32H40F24O16

A cluster of 8 separate species, C32H40F24O16 in total in a non-equilibrium geometry (ωB97M-V/def2-TZVPD, the Open Molecules 2025 dataset).

Properties
HOMO-LUMO gap, eV: 11.401
E_tot, hartree: -4844.09694
Total charge: 0
HOMO level, eV: -11.12
Largest force on an atom, eV/A: 2.25

Geometry as XYZ:
```
112
C32H40F24O16 (ωB97M-V/def2-TZVPD)
F -5.04195 -0.15051 -0.97224
C -5.00745 -2.28512 0.11039
F 1.40028 -4.68561 0.69530
F 2.13173 -3.49861 -0.96121
O 3.67870 4.24959 4.07071
C -9.56919 5.66637 -1.53190
O -3.75182 -1.94397 0.30351
C -1.41530 -2.48391 0.73537
F -9.28553 6.37467 -2.65342
C -0.43624 -0.46361 -4.70660
C -5.77059 -1.22813 -0.72926
C 1.61718 4.15249 2.23477
H 2.46643 4.24840 -4.31832
H 6.59168 -1.00035 -1.71153
F 2.41441 1.01311 4.44668
C 0.93415 -0.01308 -0.16257
H -0.67016 -4.56437 2.75233
O 1.66606 -0.02143 -3.60670
C 0.09407 4.12213 2.18623
F -0.96214 -0.88823 -3.54367
H 0.76287 4.06213 -4.72259
F -1.35378 0.25836 -5.32841
C -0.37738 -2.29090 4.06701
H -3.04665 -3.22373 1.76431
F -9.52385 6.50779 -0.49150
O 4.66143 -3.60749 0.19114
H -0.79794 -3.23523 1.22594
F -0.14107 -1.54817 -5.41579
F -1.98684 -1.19210 5.45519
H -2.95392 -3.86894 0.12002
H -6.57719 2.98956 -2.88600
H -1.65424 -6.53988 3.81496
F 4.54939 1.37314 4.30114
O -1.14718 -3.32706 4.33864
C -5.02068 4.32737 -2.16795
F 3.56685 3.63183 -1.65521
H 4.26665 -0.73955 -2.93471
F -1.39678 -0.19861 3.65844
F -6.00965 -1.83879 -1.92638
C 4.39139 2.82530 -1.03204
H 0.80850 0.34174 1.97208
F 3.41555 2.18712 5.94950
C 0.83110 0.34245 -4.37685
H 5.31910 -6.53251 -0.62521
F 4.03187 2.56067 0.22578
H 1.45847 3.17120 -3.36601
C -0.23338 1.82021 -1.04625
O -0.29845 0.63228 -0.45648
H 2.05634 3.90971 1.26367
C 4.36003 -0.82606 -1.85585
F -0.00844 -0.32154 5.29411
F 2.02235 -2.61985 1.00505
C -6.41927 3.68887 -2.06564
C -1.62444 2.32113 -1.49528
C 1.56216 0.30454 1.18502
C -0.77055 -4.60873 3.84061
C 5.04528 -6.02820 1.42810
F -1.54404 2.69353 -2.77138
H 0.76602 -1.08690 -0.06410
H -4.32865 3.48407 -2.19178
C -1.93630 -5.54114 4.15764
O 0.72513 2.52458 -1.12792
C 5.22410 -7.06258 0.32312
H -0.20725 3.13532 1.84075
C 1.64562 3.53241 -4.37475
H 4.35425 -7.71390 0.30452
H 2.20875 2.53735 -6.19884
F -10.78273 5.15848 -1.64189
O 5.14711 1.61504 -2.95300
F -2.57629 1.39546 -1.38478
O -8.70194 3.64856 -0.63453
O -7.38769 4.73174 -2.07872
C 4.65360 1.55977 -1.86405
H 3.57564 -1.42240 -1.39522
F -6.95255 -0.95792 -0.19102
H 5.67847 -2.50134 -1.80156
O 3.77682 -5.36638 1.25213
H -6.43491 3.18860 -1.09939
C 3.08205 3.23211 3.89540
C 3.38391 1.90323 4.63819
F -1.97863 3.35611 -0.72947
C 3.72117 -4.22351 0.58696
O -5.53615 -3.25824 0.54860
H 2.37129 -0.36911 1.46434
H 2.01956 5.13172 2.48793
C 2.07758 2.28279 -5.14463
C 5.65967 -1.48032 -1.41102
H -0.27854 4.89153 1.50980
H 3.02722 1.85657 -4.82573
H 0.19047 -4.94544 4.22819
C 2.27036 -3.74257 0.34029
C -8.47888 4.56959 -1.36436
O 4.32512 0.46656 -1.23801
H -4.82516 4.70647 -1.15939
C -2.85509 -2.96624 0.71937
H 5.71269 -1.53688 -0.32174
H 4.90436 -6.55764 2.36919
O 0.97030 1.37411 -5.19520
H -1.30799 -1.51019 1.21186
C -0.95679 -0.97783 4.64660
H -4.86528 5.13174 -2.87701
H 5.83309 -5.28425 1.51610
H -2.11232 -5.67076 5.22527
H -2.84936 -5.20897 3.67168
H 6.13644 -7.62782 0.50563
F 5.57972 3.46785 -0.89078
H 1.63483 0.11738 -0.98636
O 0.61487 -2.32976 3.42257
H -0.32482 4.37662 3.15911
H 2.05468 1.28050 1.19606
H -1.01122 -2.40055 -0.27774
O 2.05570 3.08501 3.08263
```